(1)
This record from the Open Molecules 2025 dataset describes a structure of composition C29H39ClHfN2O3PSi2. The level of theory is wB97M-V/def2-TZVPD.

Computed properties:
- ΔE to the lowest compared entry with this formula, charge and spin: 0.0 kcal/mol
- Total energy: -2892.2567 Eh
- E_LUMO: -2.660 eV
- Frontier orbital gap: 9.08 eV
- Net charge: +1

Geometry (Å):
Hf1 1.3878 0.5326 0.3752
N1 3.2355 -0.3720 1.4592
C1 3.4968 0.5049 2.6354
C2 3.4147 1.9593 2.1741
O1 4.1660 2.8038 2.6005
N2 2.4551 2.1336 1.2114
C3 2.4912 3.3810 0.4566
C4 2.0427 3.1121 -0.9799
O2 1.9814 3.9585 -1.8246
O3 1.6970 1.8321 -1.1863
H1 4.0672 -0.3789 0.8719
H2 3.0811 -1.3306 1.7651
H3 2.7261 0.3074 3.3822
H4 4.4729 0.3183 3.0759
H5 1.8393 4.1501 0.8768
H6 3.4982 3.8002 0.4537
Cl1 2.3477 -1.4991 -1.2604
C5 1.9791 -0.9267 -2.9064
C6 2.9412 -1.1246 -3.8711
C7 2.6609 -0.6887 -5.1597
C8 1.4479 -0.0809 -5.4429
C9 0.5010 0.0977 -4.4434
C10 0.7535 -0.3277 -3.1438
P1 -0.4217 -0.1241 -1.7712
C11 -1.3486 -1.6872 -1.7696
C12 -2.1777 -1.9783 -0.6852
C13 -2.9106 -3.1543 -0.6552
C14 -2.8104 -4.0594 -1.7026
C15 -1.9842 -3.7810 -2.7816
C16 -1.2582 -2.5991 -2.8196
C17 -1.5736 1.1659 -2.3129
C18 -2.9496 0.9496 -2.2915
C19 -3.8171 1.9827 -2.6212
C20 -3.3170 3.2261 -2.9758
C21 -1.9447 3.4413 -3.0067
C22 -1.0704 2.4197 -2.6736
H7 3.8825 -1.5978 -3.6288
H8 3.4005 -0.8231 -5.9371
H9 1.2364 0.2607 -6.4469
H10 -0.4426 0.5782 -4.6678
H11 -2.2711 -1.2805 0.1375
H12 -3.5552 -3.3641 0.1884
H13 -3.3769 -4.9808 -1.6782
H14 -1.9061 -4.4828 -3.6011
H15 -0.6245 -2.3930 -3.6727
H16 -3.3510 -0.0203 -2.0283
H17 -4.8850 1.8095 -2.6068
H18 -3.9957 4.0280 -3.2349
H19 -1.5486 4.4078 -3.2891
H20 -0.0031 2.6016 -2.7014
C23 0.4673 -1.3373 4.8764
Si1 0.2757 -1.9107 3.1067
C24 1.7527 -3.0251 2.7143
C25 -1.2372 -3.0039 2.9619
C26 0.1134 -0.5052 1.8848
Si2 -0.9519 0.9551 2.3127
C27 -0.4649 1.8003 3.9001
C28 -0.6679 2.3243 0.9687
C29 -2.7893 0.6157 2.2630
H21 0.7659 -2.1839 5.4998
H22 -0.4763 -0.9604 5.2757
H23 1.2173 -0.5537 5.0038
H24 1.5948 -3.9995 3.1830
H25 2.6973 -2.6538 3.1269
H26 1.8700 -3.2139 1.6414
H27 -1.1798 -3.8349 3.6694
H28 -1.3141 -3.4302 1.9576
H29 -2.1610 -2.4575 3.1663
H30 -0.4316 -1.0053 1.0536
H31 0.6130 1.9779 3.9428
H32 -0.7524 1.2363 4.7868
H33 -0.9595 2.7736 3.9531
H34 -0.1422 3.1692 1.4136
H35 -1.6879 2.6540 0.7471
H36 -0.2717 2.1999 -0.0502
H37 -3.0668 -0.2168 2.9129
H38 -3.1260 0.3822 1.2495
H39 -3.3468 1.4961 2.5927

Want to see where the charge sits? The Mulliken charges in e are:
1 Hf -0.17
2 N -0.70
3 C 0.10
4 C 0.53
5 O -0.65
6 N 0.09
7 C -0.90
8 C 0.56
9 O -0.63
10 O -0.57
11 H 0.38
12 H -0.09
13 H -0.37
14 H 0.52
15 H 0.30
16 H 0.59
17 Cl -0.24
18 C 1.25
19 C -0.63
20 C -0.56
21 C -0.84
22 C -0.32
23 C -0.88
24 P 2.16
25 C 0.74
26 C -0.01
27 C -0.78
28 C -0.71
29 C -0.78
30 C -0.75
31 C 0.39
32 C -0.65
33 C -0.74
34 C -0.66
35 C -0.96
36 C -0.22
37 H 0.50
38 H 0.42
39 H 0.45
40 H 0.53
41 H 0.06
42 H 0.50
43 H 0.41
44 H 0.44
45 H 0.45
46 H 0.45
47 H 0.44
48 H 0.42
49 H 0.49
50 H 0.45
51 C -1.13
52 Si 0.05
53 C -1.42
54 C -1.08
55 C 2.76
56 Si 0.91
57 C -1.26
58 C -0.99
59 C -1.25
60 H 0.40
61 H 0.32
62 H 0.34
63 H 0.48
64 H 0.42
65 H 0.41
66 H 0.45
67 H 0.26
68 H 0.30
69 H -2.00
70 H 0.28
71 H 0.39
72 H 0.44
73 H 0.49
74 H 0.48
75 H 0.06
76 H 0.34
77 H 0.26
78 H 0.44

=====

(2)
This record from the Open Molecules 2025 dataset describes a structure of composition C29H39GeN3OSY. The level of theory is wB97M-V/def2-TZVPD.

Computed properties:
- ΔE to the lowest compared entry with this formula, charge and spin: 81.6 kcal/mol
- Total energy: -3880.4823 Eh
- E_LUMO: -10.491 eV
- Frontier orbital gap: 6.77 eV
- Net charge: +3

Geometry (Å):
Y1 0.3788 -0.1481 0.8228
C1 -0.9126 1.2599 4.8967
C2 -1.4530 -0.0943 4.4317
C3 -2.7903 -0.4058 5.1242
C4 -1.7160 -0.1661 2.9476
C5 -1.5457 -1.3799 2.2444
C6 -2.1690 -1.5724 0.9952
C7 -2.9431 -0.5594 0.4210
C8 -3.8384 -0.8365 -0.7413
C9 -2.9737 0.6881 1.0542
C10 -2.3744 0.8830 2.2875
H1 -0.4644 1.1606 5.8807
H2 -1.7104 1.9911 4.9831
H3 -0.1631 1.6601 4.2080
H4 -0.7529 -0.8874 4.7206
H5 -3.5515 0.3152 4.8420
H6 -2.6608 -0.3666 6.2009
H7 -3.1485 -1.3968 4.8585
H8 -1.1689 -2.2516 2.7819
H9 -2.1894 -2.5682 0.5621
H10 -3.4228 -1.5834 -1.4130
H11 -4.0727 0.0692 -1.2947
H12 -4.7820 -1.2318 -0.3594
H13 -3.5645 1.4848 0.6238
H14 -2.5226 1.8223 2.7981
C11 2.0848 -0.9786 3.4623
C12 2.5433 -2.1739 2.6152
N1 1.8872 -2.2092 1.2754
C13 2.8793 -2.4507 0.1918
C14 3.8556 -1.3006 -0.0334
S1 3.0013 0.2906 -0.3662
C15 3.5792 1.3766 1.0054
C16 3.4098 0.8130 2.4145
N2 2.0476 0.2988 2.7071
H15 1.0697 -1.1763 3.8185
H16 2.7378 -0.9029 4.3402
H17 3.6259 -2.1699 2.4860
H18 2.3103 -3.0770 3.1833
H19 1.2963 -3.0464 1.2666
H20 3.4753 -3.3470 0.4104
H21 2.3264 -2.6327 -0.7371
H22 4.5244 -1.1420 0.8086
H23 4.4647 -1.5151 -0.9116
H24 4.6345 1.5933 0.8273
H25 3.0092 2.2986 0.8640
H26 4.1321 0.0115 2.5730
H27 3.6816 1.6163 3.1071
H28 1.6028 0.9735 3.3393
Ge1 -0.2282 0.6427 -2.6175
C17 -2.1054 1.3360 -3.0540
C18 -2.5921 2.5494 -2.5967
C19 -3.7717 3.0302 -3.1501
C20 -4.4219 2.3147 -4.1444
C21 -3.9127 1.1031 -4.5846
C22 -2.7409 0.5954 -4.0441
C23 1.4591 0.5841 -3.7611
C24 1.3797 -0.3478 -4.7901
C25 2.3678 -0.3322 -5.7621
C26 3.4042 0.5846 -5.6946
C27 3.4647 1.5003 -4.6561
C28 2.4795 1.5172 -3.6792
H29 -0.0311 1.3906 0.1935
H30 -2.0717 3.1232 -1.8404
H31 -4.1543 3.9844 -2.8214
H32 -5.3164 2.7131 -4.6020
H33 -4.4040 0.5505 -5.3722
H34 -2.3419 -0.3483 -4.3978
H35 0.5745 -1.0707 -4.8440
H36 2.3103 -1.0399 -6.5756
H37 4.1602 0.5910 -6.4646
H38 4.2657 2.2214 -4.6065
H39 2.5216 2.2403 -2.8754
O1 -1.0233 -3.2345 -2.1759
C29 -0.6696 -2.1684 -1.9559
N3 -0.2693 -1.0661 -1.6511

Want to see where the charge sits? The Mulliken charges in e are:
1 Y 0.15
2 C -1.69
3 C 0.25
4 C -1.55
5 C 0.93
6 C -0.72
7 C -0.67
8 C 0.83
9 C -1.52
10 C -1.11
11 C -0.34
12 H 0.41
13 H 0.44
14 H 0.35
15 H 0.30
16 H 0.41
17 H 0.44
18 H 0.41
19 H 0.65
20 H 0.64
21 H 0.34
22 H 0.28
23 H 0.44
24 H 0.52
25 H 0.56
26 C 0.29
27 C -1.06
28 N 0.03
29 C -0.87
30 C -0.82
31 S 0.18
32 C -0.90
33 C -0.72
34 N 0.03
35 H -0.58
36 H 0.52
37 H 0.35
38 H 0.54
39 H 0.29
40 H 0.45
41 H 0.32
42 H 0.43
43 H 0.62
44 H 0.46
45 H 0.42
46 H 0.35
47 H 0.43
48 H 0.13
49 Ge 0.22
50 C 0.55
51 C -0.19
52 C -0.59
53 C -0.60
54 C -0.64
55 C -0.34
56 C 0.74
57 C -0.41
58 C -0.63
59 C -0.60
60 C -0.61
61 C -0.32
62 H 0.16
63 H 0.47
64 H 0.46
65 H 0.46
66 H 0.45
67 H 0.38
68 H 0.34
69 H 0.44
70 H 0.44
71 H 0.45
72 H 0.44
73 O -0.39
74 C 0.65
75 N 0.01